Record 1
{
  "formula": "C4H7NO3S",
  "method": "ωB97M-V/def2-TZVPD",
  "elements": ["C", "C", "C", "C", "N", "O", "O", "O", "S", "H", "H", "H", "H", "H", "H", "H"],
  "xyz": [[-1.11484, 0.11639, 0.69469], [-3.15136, 0.48276, -0.27959], [2.91370, 0.11925, -0.66792], [0.49256, -0.48092, 0.28952], [1.22048, -0.84880, 1.45690], [-1.40090, 0.52688, 1.74044], [2.20193, -1.53791, 1.36937], [-1.82747, -0.03509, -0.40275], [1.50358, 1.00106, 0.07298], [-3.84370, -0.28440, 0.03926], [-3.45207, 0.45375, -1.42682], [-3.25686, 1.48041, 0.21328], [3.47135, 0.93117, -1.09938], [2.40312, -0.51823, -1.44386], [3.32978, -0.42417, 0.05780], [0.51069, -0.98215, -0.61392]],
  "forces_ev_per_angstrom": [[4.677, -2.817, -2.352], [-1.572, -0.030, -3.892], [-3.677, 1.957, -3.267], [-2.549, 3.107, 1.672], [-0.542, -0.223, 2.063], [-0.938, 1.083, 2.056], [-0.060, -0.845, -0.618], [-0.091, 0.453, 0.648], [-0.063, 0.734, -0.448], [0.107, -0.034, 1.121], [0.418, 1.025, 2.245], [0.292, -1.074, -0.459], [0.688, -0.110, -0.221], [1.198, 0.532, 0.538], [2.192, -2.066, 2.502], [-0.080, -1.693, -1.587]],
  "relative_energy_kj_mol": 356.0,
  "e_lumo_ev": [0.27, 0.27],
  "charge": 0,
  "orbital_gap_ha": [0.337, 0.337],
  "max_force_ev_per_a": 5.9
}

=====

Record 2
{
  "formula": "C5H13NP",
  "method": "ωB97M-V/def2-TZVPD",
  "elements": ["C", "C", "C", "C", "C", "N", "P", "H", "H", "H", "H", "H", "H", "H", "H", "H", "H", "H", "H", "H"],
  "xyz": [[-0.46084, -0.74656, 1.73746], [-0.71748, -2.00114, 0.97732], [-0.49129, 0.18426, 0.51491], [0.68492, -0.06407, -1.63963], [1.27752, 1.69175, -0.06740], [0.77169, 0.30721, -0.21386], [-1.93295, 1.01178, -0.17376], [-1.25640, -0.50094, 2.43585], [0.49378, -0.72310, 2.26251], [0.08620, -2.51466, 0.48365], [-1.72619, -2.27428, 0.73562], [0.25972, -1.06199, -1.73987], [0.04039, 0.64831, -2.15780], [1.67358, -0.04760, -2.09741], [1.35132, 1.94671, 0.98860], [2.25600, 1.79133, -0.53370], [0.57680, 2.37698, -0.54394], [1.44722, -0.31952, 0.23945], [-2.78418, 0.66394, 0.86376], [-2.43544, 0.03832, -1.04346]],
  "forces_ev_per_angstrom": [[0.059, 0.216, 0.054], [0.266, 2.191, -0.451], [-0.858, -2.739, 0.757], [-0.031, -0.337, -0.903], [0.436, 0.914, 0.145], [0.309, -0.166, 0.263], [0.133, 0.517, -0.201], [0.072, 0.062, 0.005], [0.040, 0.018, 0.052], [0.218, -0.217, -0.045], [-0.242, -0.090, -0.070], [0.018, 0.087, 0.169], [0.065, -0.015, 0.138], [0.012, 0.113, 0.126], [-0.027, -0.139, -0.033], [-0.025, -0.132, -0.051], [0.018, -0.152, 0.005], [-0.155, 0.132, -0.109], [-0.233, -0.028, 0.417], [-0.076, -0.236, -0.269]],
  "relative_energy_kj_mol": 300.8,
  "e_lumo_ev": [-4.36, -3.95],
  "charge": 1,
  "orbital_gap_ha": [0.298, 0.309],
  "max_force_ev_per_a": 3.0
}

=====

Record 3
{
  "formula": "C16H28BeCl2CsF8LiN5O8P",
  "method": "ωB97M-V/def2-TZVPD",
  "elements": ["O", "C", "N", "C", "N", "C", "C", "C", "C", "C", "O", "O", "C", "Cl", "N", "C", "C", "C", "O", "F", "H", "H", "H", "H", "H", "H", "H", "H", "H", "H", "H", "H", "H", "H", "H", "H", "C", "C", "N", "H", "H", "H", "F", "Be", "C", "N", "O", "O", "H", "H", "H", "Cl", "O", "H", "F", "P", "F", "F", "F", "F", "F", "Li", "C", "C", "O", "H", "H", "H", "H", "H", "Cs"],
  "xyz": [[-3.40807, -1.92004, 3.86160], [-2.77161, -0.96142, 3.92973], [-2.17015, 0.11736, 3.69386], [-0.80251, -0.23258, 3.18899], [0.25730, 0.78878, 3.42990], [1.58699, 0.10190, 3.21403], [2.78469, 1.00551, 3.52138], [2.61227, 2.48900, 3.14355], [1.83127, 3.29780, 4.20552], [2.17232, 2.90800, 5.61141], [1.44388, 2.13441, 6.19041], [3.27504, 3.38595, 6.22859], [1.69298, -0.63198, 1.86457], [2.34918, 0.40119, 0.56009], [0.48710, -1.33422, 1.51551], [-0.77925, -0.61185, 1.72526], [-1.11257, 0.53291, 0.70390], [-2.55090, 1.06985, 0.74405], [-3.38523, 0.61374, 0.06660], [-3.02465, 2.23444, 1.54551], [-0.49654, -1.15328, 3.76598], [0.20194, 1.06279, 4.41883], [0.08485, 1.65017, 2.86523], [1.62425, -0.69599, 3.96432], [3.60176, 0.62285, 2.91290], [3.07934, 0.84634, 4.55821], [3.59598, 2.90511, 2.95349], [2.02688, 2.54461, 2.22395], [0.76385, 3.19794, 4.02158], [2.05017, 4.35735, 4.05147], [3.19920, 4.33211, 6.40270], [2.46155, -1.38872, 2.02023], [0.51932, -1.52682, 0.49618], [-1.56863, -1.35756, 1.58165], [-0.97107, 0.16777, -0.31495], [-0.45333, 1.49414, 0.77402], [1.00202, 2.52154, -3.73596], [0.50608, 1.60346, -2.73018], [0.09249, 0.82533, -1.95210], [0.36062, 3.40105, -3.79002], [2.01604, 2.83185, -3.48656], [1.00575, 2.02988, -4.70666], [0.40392, -1.28290, -1.33612], [-1.77874, 2.90842, 2.83163], [-0.46805, -2.03065, -4.34844], [0.13184, -1.16083, -5.40075], [-0.06534, 0.03751, -5.29394], [0.77362, -1.68736, -6.28247], [-0.99749, -1.40376, -3.64016], [-1.14410, -2.71703, -4.84196], [0.34341, -2.56342, -3.85776], [0.34439, 2.66852, -0.48704], [0.04457, 4.51272, -5.47679], [-0.52287, 4.62838, -6.23427], [3.10892, -5.76741, 0.80224], [2.27108, -4.75695, -0.20276], [3.01027, -3.53232, 0.67506], [1.16518, -4.72038, 1.03404], [2.39915, -3.57681, -1.33350], [0.89329, -5.19128, -0.99473], [3.04705, -5.70943, -1.30151], [-2.15608, 4.72296, -6.18711], [-5.02791, -2.50445, -4.89657], [-3.65747, -1.76813, -4.83416], [-3.08690, -2.04570, -3.66164], [-5.69133, -2.16975, -4.10083], [-5.51294, -2.29031, -5.85397], [-4.90134, -3.58276, -4.81772], [-3.88249, -0.70174, -5.04573], [-3.11299, -2.08915, -5.74941], [-1.12124, -1.88666, 5.59762]],
  "forces_ev_per_angstrom": [[-0.581, -0.549, 0.921], [-1.137, 3.477, -3.954], [0.396, -1.923, 1.006], [-0.086, -0.463, -0.460], [-0.335, -1.024, 0.867], [0.902, -0.399, -0.121], [-0.002, 0.140, -0.482], [-0.405, -0.506, 0.531], [0.931, 0.865, -0.475], [-1.455, -0.162, 0.175], [0.272, -0.556, 0.028], [0.018, -0.049, 0.036], [-0.169, -0.254, 0.143], [0.046, 0.105, 0.079], [-0.598, 0.967, -0.158], [-0.329, -0.119, -0.860], [0.456, 2.247, 2.367], [-0.084, -2.114, -1.681], [-0.557, 0.521, 0.421], [1.249, -0.034, 0.493], [0.761, 1.902, -2.475], [0.234, 0.637, -0.088], [-0.170, -0.035, -0.015], [-0.327, -0.036, 0.004], [0.014, -0.140, 0.012], [0.006, 0.266, 0.072], [0.011, 0.152, 0.011], [0.302, 0.152, -0.216], [-0.120, 0.000, 0.415], [0.042, 0.016, -0.023], [0.191, 0.108, -0.307], [0.068, -0.059, -0.158], [0.182, -0.566, -0.379], [0.070, -0.160, 0.054], [0.035, -0.276, 0.049], [-0.867, -2.166, 0.247], [0.262, -0.201, 0.563], [0.311, -0.117, -0.811], [-0.483, -0.035, -0.120], [-0.068, -0.034, -0.193], [0.009, -0.044, 0.060], [-0.143, -0.016, -0.026], [-0.211, -0.403, 0.332], [-0.433, 0.321, -0.480], [0.328, -0.005, 0.019], [-0.139, -0.456, 0.504], [0.097, 0.259, -0.304], [-0.065, 0.231, -0.056], [0.090, -0.040, 0.003], [0.119, -0.102, -0.068], [0.027, 0.004, 0.030], [0.517, 2.592, -0.212], [-1.738, 0.234, 0.465], [1.001, 0.103, -1.460], [-0.545, -0.165, 0.291], [0.012, -0.017, -0.543], [0.627, -0.215, 0.383], [-0.158, 0.773, 0.405], [-0.636, -0.067, 0.058], [0.316, -0.662, -0.093], [0.326, 0.532, -0.166], [0.679, -0.208, 0.916], [-0.470, -0.200, -0.164], [-0.335, 0.263, -0.655], [-0.157, 0.245, 0.003], [0.137, 0.046, 0.091], [0.128, 0.076, -0.017], [0.150, 0.033, 0.081], [-0.004, 0.096, 0.524], [0.232, -0.384, 0.302], [1.253, -2.402, 4.258]],
  "e_lumo_ev": -4.12,
  "charge": 0,
  "orbital_gap_ha": 0.093,
  "max_force_ev_per_a": 5.4
}

=====

Record 4
{
  "formula": "C17H22FN5O4",
  "method": "ωB97M-V/def2-TZVPD",
  "elements": ["C", "C", "C", "N", "O", "C", "C", "O", "N", "C", "C", "C", "C", "C", "F", "C", "C", "N", "H", "H", "H", "H", "H", "H", "H", "H", "H", "H", "H", "H", "C", "N", "C", "O", "C", "N", "C", "C", "O", "H", "H", "H", "H", "H", "H", "H", "H", "H", "H"],
  "xyz": [[0.42424, 4.28751, -5.82085], [1.74886, 4.10431, -5.07013], [1.55483, 3.55211, -3.68450], [2.46962, 2.86189, -3.05938], [1.89564, 2.56605, -1.80272], [0.65185, 3.13306, -1.80222], [-0.23578, 3.04738, -0.60559], [-1.34526, 3.57370, -0.58597], [0.20365, 2.40840, 0.54945], [-0.48828, 2.50222, 1.83351], [-1.69515, 1.59467, 1.88407], [-2.96165, 2.11498, 2.19064], [-4.07642, 1.27100, 2.26073], [-3.94273, -0.09839, 2.02157], [-5.01892, -0.91432, 2.09336], [-2.68649, -0.62019, 1.70735], [-1.57068, 0.22185, 1.63963], [0.41249, 3.74192, -2.94048], [0.61092, 4.65693, -6.83372], [-0.21511, 5.00958, -5.30235], [-0.10996, 3.33454, -5.89074], [2.25596, 5.06978, -4.99109], [2.39856, 3.42909, -5.63490], [1.16617, 2.08103, 0.54877], [-0.78694, 3.54065, 2.01829], [0.19990, 2.22219, 2.63845], [-3.08637, 3.18012, 2.36665], [-5.05515, 1.67695, 2.49494], [-2.59019, -1.68335, 1.51945], [-0.59723, -0.18001, 1.39478], [1.04563, -6.15795, -0.74279], [0.50955, -4.93035, -0.15103], [1.25152, -3.91122, 0.30313], [2.47585, -3.89403, 0.23146], [0.48879, -2.74295, 0.93877], [1.32394, -1.87158, 1.77747], [1.70091, -2.07640, 3.03742], [1.26036, -3.33049, 3.76514], [2.38350, -1.24421, 3.61330], [0.45232, -6.44435, -1.61231], [2.08099, -6.01294, -1.06037], [1.01742, -6.96611, -0.00975], [-0.49164, -4.85899, -0.06256], [0.05959, -2.15081, 0.13098], [-0.33545, -3.14105, 1.53025], [1.75651, -1.07490, 1.33951], [0.17724, -3.33907, 3.85814], [1.70786, -3.33228, 4.75806], [1.60475, -4.20596, 3.21818]],
  "forces_ev_per_angstrom": [[-0.004, 0.037, 0.152], [-0.259, -0.100, -0.083], [0.033, -0.253, 0.650], [-0.364, -0.148, 0.483], [-0.819, 0.546, -0.307], [1.565, 0.075, -2.057], [-1.999, 0.316, 2.478], [1.229, -0.355, -0.743], [1.524, 0.141, -1.447], [-0.293, 0.053, -0.266], [-0.736, -0.041, 0.141], [0.154, -0.799, -0.132], [-0.088, -0.205, -0.007], [0.920, 0.785, -0.025], [0.357, 0.270, -0.039], [-0.122, 0.068, 0.027], [-0.733, 0.375, 0.170], [-0.393, -0.333, 1.213], [0.007, -0.076, 0.161], [0.066, -0.209, -0.108], [0.014, 0.185, -0.005], [0.052, -0.094, 0.039], [0.050, 0.110, 0.227], [-0.343, 0.121, 0.064], [-0.035, -0.166, -0.137], [0.130, 0.005, -0.358], [0.027, -0.163, -0.053], [0.079, -0.071, -0.027], [-0.016, 0.036, 0.008], [-0.022, -0.102, 0.036], [0.062, 0.207, 0.101], [-0.655, -0.447, -0.351], [1.783, 0.277, 0.187], [-0.764, -0.003, 0.077], [0.483, 0.157, 0.549], [-1.231, -0.518, -2.153], [0.651, -0.001, 1.867], [0.111, 0.178, -0.323], [0.102, 0.108, -0.066], [0.002, 0.064, 0.084], [-0.228, 0.183, 0.160], [0.037, -0.022, -0.065], [0.063, -0.066, 0.026], [-0.034, 0.107, 0.026], [-0.099, 0.068, 0.052], [0.083, -0.045, -0.019], [-0.154, -0.182, -0.005], [-0.053, 0.109, -0.163], [-0.144, -0.181, -0.041]],
  "e_lumo_ev": -0.14,
  "charge": 0,
  "orbital_gap_ha": 0.336,
  "max_force_ev_per_a": 3.2
}

=====

- charge of number 4 (C17H22FN5O4)?
  0

=====

Copy entry 2 word for word.
{
  "formula": "C5H13NP",
  "method": "ωB97M-V/def2-TZVPD",
  "elements": ["C", "C", "C", "C", "C", "N", "P", "H", "H", "H", "H", "H", "H", "H", "H", "H", "H", "H", "H", "H"],
  "xyz": [[-0.46084, -0.74656, 1.73746], [-0.71748, -2.00114, 0.97732], [-0.49129, 0.18426, 0.51491], [0.68492, -0.06407, -1.63963], [1.27752, 1.69175, -0.06740], [0.77169, 0.30721, -0.21386], [-1.93295, 1.01178, -0.17376], [-1.25640, -0.50094, 2.43585], [0.49378, -0.72310, 2.26251], [0.08620, -2.51466, 0.48365], [-1.72619, -2.27428, 0.73562], [0.25972, -1.06199, -1.73987], [0.04039, 0.64831, -2.15780], [1.67358, -0.04760, -2.09741], [1.35132, 1.94671, 0.98860], [2.25600, 1.79133, -0.53370], [0.57680, 2.37698, -0.54394], [1.44722, -0.31952, 0.23945], [-2.78418, 0.66394, 0.86376], [-2.43544, 0.03832, -1.04346]],
  "forces_ev_per_angstrom": [[0.059, 0.216, 0.054], [0.266, 2.191, -0.451], [-0.858, -2.739, 0.757], [-0.031, -0.337, -0.903], [0.436, 0.914, 0.145], [0.309, -0.166, 0.263], [0.133, 0.517, -0.201], [0.072, 0.062, 0.005], [0.040, 0.018, 0.052], [0.218, -0.217, -0.045], [-0.242, -0.090, -0.070], [0.018, 0.087, 0.169], [0.065, -0.015, 0.138], [0.012, 0.113, 0.126], [-0.027, -0.139, -0.033], [-0.025, -0.132, -0.051], [0.018, -0.152, 0.005], [-0.155, 0.132, -0.109], [-0.233, -0.028, 0.417], [-0.076, -0.236, -0.269]],
  "relative_energy_kj_mol": 300.8,
  "e_lumo_ev": [-4.36, -3.95],
  "charge": 1,
  "orbital_gap_ha": [0.298, 0.309],
  "max_force_ev_per_a": 3.0
}

=====

- Which value of charge does entry 3 give?
  0

=====

- Which formula does entry 2 have?
  C5H13NP